1.
Computed, not measured: C22H37B3N4O4 as an isolated structure at a distorted geometry, with wB97M-V/def2-TZVPD.

HOMO energy   -8.202 eV
Relative energy (zero: lowest compared OMol25 entry of this formula, charge and spin)   0.0 kcal per mole
Spin multiplicity   1
Kohn-Sham gap   8.74 eV
Lowest unoccupied orbital energy   0.54 eV
Energy   -39597.599 eV

Element x y z (Å)
1 C 4.764 -2.451 -1.586
2 C 4.097 -1.001 -1.482
3 C 2.501 -1.192 -1.471
4 C 1.801 -0.021 -2.282
5 N 1.448 1.136 -1.378
6 B 0.148 1.643 -1.874
7 O 0.098 2.364 -3.115
8 B -0.881 1.659 -3.898
9 C -0.498 0.939 -5.281
10 O -1.516 0.076 -5.820
11 C -1.294 -1.261 -5.535
12 C -2.421 -2.025 -4.957
13 C -2.316 -3.462 -4.655
14 C -1.071 -4.221 -4.925
15 C 0.041 -3.434 -5.481
16 C -0.064 -2.009 -5.789
17 O -2.179 1.619 -3.315
18 B -1.958 0.837 -2.112
19 N -2.609 -0.452 -2.034
20 C -3.045 -0.765 -0.852
21 C -4.281 -0.015 -0.250
22 C -2.304 -1.938 -0.100
23 O -1.070 1.391 -1.145
24 H 5.261 -2.508 -2.589
25 H 4.020 -3.278 -1.456
26 H 5.517 -2.559 -0.761
27 H 4.388 -0.514 -0.506
28 H 4.422 -0.320 -2.307
29 H 2.218 -2.192 -1.897
30 H 2.213 -1.200 -0.386
31 H 0.895 -0.436 -2.821
32 H 2.538 0.281 -3.080
33 H 1.232 0.707 -0.468
34 H -0.347 1.766 -6.043
35 H 0.508 0.462 -5.147
36 H -3.414 -1.561 -4.747
37 H -3.186 -4.036 -4.242
38 H -0.992 -5.310 -4.698
39 H 1.001 -3.980 -5.660
40 H 0.803 -1.451 -6.229
41 H -4.859 0.418 -1.114
42 H -3.998 0.810 0.455
43 H -4.944 -0.793 0.217
44 H -1.204 -1.742 -0.002
45 H -2.823 -2.109 0.878
46 H -2.425 -2.844 -0.756
47 C -0.856 0.875 3.200
48 C 0.223 0.090 3.936
49 C 1.366 -0.350 3.019
50 C 0.845 -1.233 1.944
51 N 0.441 -1.916 1.111
52 H -1.339 0.268 2.428
53 H -1.635 1.193 3.896
54 H -0.440 1.763 2.728
55 H -0.232 -0.786 4.407
56 H 0.629 0.710 4.738
57 H 2.120 -0.895 3.590
58 H 1.848 0.519 2.564
59 C 0.650 2.777 8.036
60 C 0.534 4.249 7.655
61 C -0.458 4.493 6.515
62 C -0.022 3.764 5.295
63 N 0.315 3.201 4.352
64 H 1.030 2.176 7.206
65 H 1.344 2.654 8.869
66 H -0.319 2.373 8.338
67 H 1.522 4.622 7.372
68 H 0.216 4.819 8.532
69 H -0.517 5.560 6.289
70 H -1.457 4.152 6.796

Atomic partial charges in e from the Mulliken method, atoms 1 to 5: -1.030 -0.456 -0.149 0.304 -0.461



2.
Computed, not measured: one molecule with the formula C5H5ClFN at a distorted geometry, with wB97M-V/def2-TZVPD.

HOMO energy   -9.294 eV
Relative energy (zero: lowest compared OMol25 entry of this formula, charge and spin)   12.3 kcal per mole
Spin multiplicity   1
SMILES   FC1=NC=C[C@@H](Cl)C1
Kohn-Sham gap   9.45 eV
Lowest unoccupied orbital energy   0.15 eV
Energy   -21994.661 eV

Element x y z (Å)
1 F 0.202 -2.471 -1.374
2 C 0.290 -1.211 -0.769
3 N -0.127 -0.311 -1.585
4 C -0.330 1.017 -1.309
5 C -0.298 1.414 -0.010
6 C -0.073 0.293 1.095
7 Cl -1.787 -0.377 1.419
8 C 0.766 -0.911 0.583
9 H -0.565 1.694 -2.193
10 H -0.765 2.293 0.377
11 H 0.139 0.726 2.090
12 H 1.750 -0.422 0.399
13 H 0.799 -1.735 1.277

Atomic partial charges in e from the Mulliken method, atoms 1 to 5: -0.260 0.493 -0.497 -0.075 -0.456



3.
Computed, not measured: C2ClF4O3S as an isolated structure at a distorted geometry, with wB97M-V/def2-TZVPD.

HOMO energy   -5.312 eV
Relative energy (zero: lowest compared OMol25 entry of this formula, charge and spin)   0.0 kcal per mole
Spin multiplicity   1
Total charge   -1
Kohn-Sham gap   8.88 eV
Lowest unoccupied orbital energy   3.57 eV
Energy   -42445.371 eV

Element x y z (Å)
1 C 0.850 0.650 -1.074
2 C -0.261 0.694 0.037
3 O 0.410 -1.793 1.650
4 O -1.731 -0.634 2.153
5 O -1.530 -1.942 0.067
6 F 2.044 1.081 -0.589
7 F 1.082 -0.643 -1.514
8 F 0.678 1.337 -2.255
9 F 0.167 1.590 0.931
10 S -0.882 -1.252 1.181
11 Cl -1.780 1.040 -0.692

Atomic partial charges in e from the Mulliken method, atoms 1 to 5: 0.749 0.019 -0.574 -0.539 -0.543



4.
Computed, not measured: one molecule with the formula C4H6ClFS at a distorted geometry, with wB97M-V/def2-TZVPD.

HOMO energy   -8.132 eV
Relative energy (zero: lowest compared OMol25 entry of this formula, charge and spin)   58.2 kcal per mole
Spin multiplicity   1
SMILES   CS/C=C(\Cl)CF
Kohn-Sham gap   8.75 eV
Lowest unoccupied orbital energy   0.62 eV
Energy   -30317.690 eV

Element x y z (Å)
1 C -0.830 2.693 -0.024
2 S -0.164 1.443 1.062
3 C 0.008 0.001 0.234
4 C 0.763 -1.088 0.593
5 Cl 1.104 -1.627 2.163
6 C 0.495 -2.309 -0.418
7 F 0.579 -1.876 -1.746
8 H -1.881 2.463 -0.232
9 H -0.015 2.673 -0.830
10 H -0.876 3.589 0.544
11 H -0.119 -0.165 -0.944
12 H -0.560 -2.988 -0.197
13 H 1.496 -2.809 -0.204

Atomic partial charges in e from the Mulliken method, atoms 1 to 5: -0.829 -0.029 -0.132 0.037 -0.188



5.
Computed, not measured: C14H25HgN3O3 as an isolated structure at a distorted geometry, with wB97M-V/def2-TZVPD.

HOMO energy (spin up / spin down)   -11.639 / -11.145 eV
Relative energy (zero: lowest compared OMol25 entry of this formula, charge and spin)   274.5 kcal per mole
Spin multiplicity   1
Total charge   +2
Kohn-Sham gap (spin up / spin down)   4.06 / 3.57 eV
Lowest unoccupied orbital energy (spin up / spin down)   -7.57 / -7.58 eV
Energy   -29683.590 eV

Element x y z (Å)
1 C -3.216 6.547 1.804
2 C -3.852 6.373 0.619
3 H -2.123 6.711 1.781
4 H -3.437 6.026 2.749
5 C -4.289 5.587 -0.488
6 C -3.911 4.354 -0.993
7 H -2.883 3.851 -1.294
8 H -4.819 3.689 -1.220
9 C -4.320 7.782 0.764
10 H -3.854 8.339 1.616
11 H -5.399 7.751 0.956
12 H -3.976 8.266 -0.157
13 C -5.461 6.148 -1.180
14 H -5.104 7.039 -1.732
15 H -6.265 6.461 -0.489
16 H -5.905 5.475 -1.932
17 Hg -0.216 0.071 -0.687
18 O -0.917 1.135 1.124
19 C -1.973 1.200 1.815
20 O -1.936 -1.258 0.411
21 C -2.979 -0.821 0.940
22 O -4.128 -1.518 1.099
23 N -3.112 0.494 1.453
24 C -5.133 -0.637 1.711
25 C -4.624 0.731 1.716
26 H -5.271 -0.980 2.727
27 H -6.004 -0.806 1.119
28 H -4.696 1.330 2.619
29 H -5.067 1.306 0.886
30 C -1.828 2.145 2.986
31 C -0.750 2.955 2.763
32 H -2.784 2.648 3.058
33 H -1.326 3.162 1.825
34 H -0.683 4.020 3.032
35 N 1.837 -0.899 0.657
36 C 2.812 -1.474 -0.310
37 C 2.093 -1.985 -1.534
38 N 1.303 -0.870 -2.112
39 H 2.306 -0.249 1.297
40 H 1.460 -1.646 1.253
41 H 3.523 -0.682 -0.603
42 H 3.378 -2.294 0.156
43 H 2.784 -2.337 -2.301
44 H 1.381 -2.786 -1.267
45 H 1.905 -0.087 -2.389
46 H 0.748 -1.136 -2.935

Atomic partial charges in e from the Mulliken method, atoms 1 to 5: -0.097 0.275 0.288 0.233 1.318



6.
Computed, not measured: a 2-piece molecular cluster, C3H9O2 overall, with wB97M-V/def2-TZVPD.

HOMO energy   -2.409 eV
Relative energy (zero: lowest compared OMol25 entry of this formula, charge and spin)   14.5 kcal per mole
Spin multiplicity   1
Total charge   -1
Kohn-Sham gap   6.77 eV
Lowest unoccupied orbital energy   4.36 eV
Energy   -7351.502 eV

Element x y z (Å)
1 C 0.251 0.254 0.761
2 O 1.562 0.237 0.942
3 C -0.224 0.835 -0.597
4 C -0.108 2.346 -0.630
5 H -0.345 0.808 1.545
6 H -0.288 -0.769 0.784
7 H -1.270 0.543 -0.759
8 H 0.412 0.443 -1.399
9 H -0.235 2.756 -1.637
10 H 0.900 2.600 -0.305
11 H -0.845 2.822 0.027
12 H -0.460 -2.931 0.293
13 H -1.123 -2.479 -0.948
14 O -1.095 -3.251 -0.364

Atomic partial charges in e from the Mulliken method, atoms 1 to 5: -0.062 -0.840 -0.345 -1.198 0.157